DFT (ωB97M-V/def2-TZVPD) results for a cluster of 4 separate species, C27H53F6NO16P2S in total.

Structure (XYZ):
```
106
Properties=species:S:1:pos:R:3:forces:R:3
N 2.8588 1.8859 0.4627 -1.8 -0.1 -1.5
P 1.8709 1.8005 -0.8155 1.5 -0.9 2.6
C 1.8670 3.4237 -1.7909 1.1 1.2 -0.4
O 2.0779 3.3641 -3.2377 -0.9 2.2 0.3
C 1.9279 4.7115 -3.7629 1.3 -0.8 -2.1
O 2.2215 4.9643 -4.9424 -1.3 -0.7 5.0
C 1.3414 5.6377 -2.5907 -1.8 0.8 -0.6
C 2.1852 6.8864 -2.0429 0.8 0.6 -0.4
C 3.7797 6.6958 -2.0529 1.3 1.0 0.5
C 4.4659 6.6918 -0.6150 -0.1 1.1 1.3
F 5.5988 5.8168 -0.4522 -3.1 1.5 -0.2
C 4.0998 7.4701 0.4983 1.1 -2.0 -0.2
F 4.3896 6.9452 1.7919 -0.6 2.4 -3.2
F 3.4550 8.7203 0.4695 1.1 -3.5 0.3
C 0.7549 4.5559 -1.5200 0.4 0.9 -0.9
P 0.7038 5.0401 0.3128 3.4 0.2 4.8
O 2.1583 4.9988 0.8373 -4.2 0.7 -2.4
O -0.1731 3.9513 1.2956 0.7 1.8 -2.6
O -0.0317 6.5702 0.5848 0.2 -3.5 -0.5
S -0.9398 4.0286 -2.1114 -1.9 -8.1 -2.3
O -1.5880 3.0063 -1.1847 2.1 3.9 -1.0
O -0.9003 3.3502 -3.4734 0.7 3.4 3.2
C -2.1636 5.4310 -2.2722 -4.0 3.3 -0.5
F -2.6811 5.5858 -3.5944 1.9 -0.7 3.5
F -3.3092 5.1344 -1.4695 3.3 0.7 -1.9
F -1.6790 6.6981 -1.8846 -0.8 -3.0 -0.7
H 2.3342 1.6950 1.3294 0.4 0.3 -0.5
H 2.3352 0.7548 -1.6827 -0.6 0.9 -0.3
H 0.5360 1.4331 -0.3909 0.4 0.3 -1.0
H 2.8317 3.9491 -1.4186 -1.6 -1.0 0.2
H 0.4557 6.1489 -3.1149 1.1 -0.8 0.8
H 1.8573 7.2630 -1.0071 0.2 -0.9 -1.6
H 1.9618 7.7642 -2.7616 0.3 -1.6 1.1
H 4.1558 5.7689 -2.6041 -0.6 1.2 0.8
H 4.2338 7.5969 -2.6203 -0.7 -1.5 0.8
H -0.1285 3.0341 0.9450 -0.2 0.7 0.2
H -0.8649 6.4515 1.1055 0.7 0.1 -0.5
C -7.1385 -2.7005 -0.2012 0.0 0.3 -0.1
O -7.1055 -1.2881 -0.1415 0.2 -0.1 0.1
C -7.0939 -0.8087 1.2002 -0.2 0.2 -0.6
C -6.6663 0.6531 1.2356 0.2 -0.2 0.3
O -5.2494 0.8223 1.1686 -0.2 -0.1 -0.2
C -4.6583 0.5976 -0.1125 0.1 0.3 0.1
C -4.9239 1.7303 -1.0973 -0.3 -0.5 -0.2
O -6.2178 1.5907 -1.6758 -0.1 0.2 0.1
C -6.6619 2.7923 -2.2794 0.0 -0.4 0.1
H -8.0328 -3.0862 0.2987 0.0 -0.1 0.1
H -7.1634 -3.0003 -1.2499 0.0 0.1 0.1
H -6.2375 -3.1221 0.2573 0.0 -0.1 0.1
H -6.4075 -1.4083 1.8082 0.0 0.0 0.1
H -8.1115 -0.9033 1.5967 0.0 0.0 0.2
H -6.9597 1.0660 2.2055 0.1 -0.1 0.0
H -7.1715 1.2462 0.4703 0.0 -0.2 -0.1
H -4.9502 -0.3732 -0.5172 -0.2 0.1 -0.1
H -3.5804 0.5569 0.0705 -0.1 0.1 0.0
H -4.1897 1.6869 -1.9110 0.2 0.1 0.1
H -4.8396 2.6935 -0.5813 0.1 0.0 0.0
H -6.7594 3.5804 -1.5259 0.1 0.1 -0.1
H -7.6438 2.6096 -2.7173 0.1 -0.1 0.0
H -5.9720 3.1046 -3.0681 0.0 0.2 0.0
C 5.8193 -4.4481 2.6117 0.0 0.3 0.0
O 6.2392 -3.1096 2.7884 0.1 -0.1 -0.2
C 7.5157 -3.0271 3.4163 -0.5 0.4 -0.1
C 8.1049 -1.6334 3.2369 0.3 -0.2 -0.1
O 8.7258 -1.4489 1.9639 -0.3 0.0 0.1
C 7.8358 -1.3015 0.8562 0.2 0.3 0.0
C 7.1564 0.0628 0.8167 -0.5 -0.4 0.2
O 6.0462 0.0887 1.7060 0.2 0.0 0.2
C 5.6305 1.4125 1.9990 0.1 -0.2 -0.1
H 5.7500 -4.9612 3.5764 0.0 -0.1 0.0
H 4.8333 -4.4395 2.1447 0.1 0.1 0.1
H 6.5108 -4.9808 1.9503 0.0 -0.1 0.1
H 8.1948 -3.7723 2.9875 0.1 0.0 0.0
H 7.3755 -3.2316 4.4842 0.2 -0.1 0.1
H 8.9087 -1.5114 3.9692 0.0 -0.1 -0.1
H 7.3707 -0.8497 3.4355 -0.2 -0.2 -0.1
H 7.1139 -2.1193 0.8181 -0.2 0.2 0.1
H 8.4661 -1.3896 -0.0338 0.0 0.1 0.1
H 6.7767 0.2530 -0.1950 0.2 0.1 -0.1
H 7.8788 0.8413 1.0872 0.1 0.0 0.0
H 6.4317 1.9550 2.5118 0.1 0.1 0.0
H 4.7690 1.3588 2.6649 0.0 -0.1 -0.1
H 5.3419 1.9353 1.0852 0.0 0.1 0.1
C -1.8211 -5.2377 -2.3538 0.0 -0.1 0.3
O -2.2693 -5.6477 -1.0766 -0.1 -0.1 -0.2
C -3.5818 -5.1724 -0.7914 0.5 -0.2 0.4
C -4.1774 -5.9391 0.3845 -0.2 0.0 -0.3
O -4.7225 -7.2036 0.0051 0.3 0.1 0.0
C -3.7695 -8.2274 -0.2847 -0.3 -0.1 0.3
C -3.1064 -8.7939 0.9659 0.4 0.3 -0.3
O -2.0513 -7.9403 1.3970 -0.2 0.1 0.2
C -1.6710 -8.2000 2.7364 0.0 0.2 -0.4
H -1.8026 -4.1453 -2.4236 0.0 0.0 -0.1
H -0.8093 -5.6183 -2.5007 -0.1 0.0 0.1
H -2.4646 -5.6545 -3.1357 0.0 0.1 -0.1
H -4.2240 -5.2891 -1.6714 -0.1 0.0 0.0
H -3.5024 -4.1093 -0.5351 -0.2 0.1 0.0
H -5.0251 -5.3630 0.7678 0.0 -0.1 -0.1
H -3.4672 -6.0459 1.2073 0.2 0.0 -0.2
H -3.0361 -7.8881 -1.0184 0.2 0.0 0.2
H -4.3437 -9.0312 -0.7546 0.0 0.1 0.1
H -2.6691 -9.7732 0.7359 -0.2 -0.1 0.0
H -3.8537 -8.9057 1.7596 -0.1 0.0 0.0
H -2.5076 -7.9986 3.4128 0.0 -0.1 0.1
H -0.8504 -7.5291 2.9925 0.0 0.0 -0.1
H -1.3341 -9.2341 2.8471 0.0 -0.1 0.1
```
Forces are in eV/Å.

Properties
Calculated total energy = -108814.683 eV
HOMO energy = -8.935 eV
SMILES = N=[PH2][C@H]1OC(=O)[C@H](CCC(F)=C(F)F)[C@@]1(P(=O)(O)O)S(=O)(=O)C(F)(F)F.COCCOCCOC.COCCOCCOC.COCCOCCOC